#one
Below is an isolated molecule of C3H8N2O2S, with properties calculated with wB97M-V/def2-TZVPD.

Each line ends with the natural charge from an NBO analysis.
Element x y z (Å)
C1 0.719 1.367 -0.709  -0.221
C2 1.603 0.913 0.511  -0.232
C3 0.036 -0.762 -0.077  0.008
N1 0.043 0.190 -1.103  -0.649
N2 1.064 -0.418 0.868  -0.673
O1 -2.596 0.172 -0.169  -0.975
O2 -2.091 -2.144 0.723  -0.911
S1 -1.715 -0.524 0.806  1.340
H1 0.021 2.107 -0.421  0.179
H2 1.181 1.853 -1.605  0.200
H3 2.534 0.750 -0.008  0.198
H4 1.596 1.672 1.346  0.210
H5 0.056 -1.969 -0.285  0.206
H6 -0.914 0.216 -1.445  0.411
H7 1.515 -1.255 1.206  0.403
H8 -3.053 -2.169 0.362  0.506

Calculated values
- Multiplicity: 1
- E_LUMO: 0.857 eV

#two
Below is an isolated molecule of C3H8N2O2S, with properties calculated with wB97M-V/def2-TZVPD.

Each line ends with the natural charge from an NBO analysis.
Element x y z (Å)
C1 1.227 0.504 0.121  0.305
C2 0.123 -1.519 0.364  -0.426
C3 -1.244 0.463 -0.098  -0.407
N1 0.020 -0.101 0.290  -0.436
N2 1.432 1.755 -0.153  -0.801
O1 3.784 0.925 0.056  -0.870
O2 2.969 -1.241 -1.033  -0.936
S1 2.965 -0.474 0.213  1.446
H1 0.646 -1.884 1.281  0.202
H2 -0.882 -1.942 0.270  0.208
H3 0.821 -1.915 -0.339  0.224
H4 -1.136 0.802 -1.173  0.198
H5 -1.955 -0.365 -0.015  0.216
H6 -1.569 1.263 0.557  0.215
H7 0.703 2.213 -0.671  0.366
H8 3.073 1.494 -0.200  0.496

Calculated values
- Multiplicity: 1
- E_LUMO: 0.625 eV

The least stable of them is #one.

#one
Below is an isolated molecule of C5H8O3S, with properties calculated with wB97M-V/def2-TZVPD.

Each line ends with the natural charge from an NBO analysis.
Element x y z (Å)
C1 1.650 -0.737 -0.932  -0.703
C2 0.454 -0.556 -0.123  0.600
O1 -0.264 -1.472 0.229  -0.560
C3 0.119 0.861 0.347  -0.566
C4 -1.217 0.753 1.085  -0.534
S1 -2.362 0.068 -0.266  1.801
O2 -2.756 1.188 -1.080  -0.883
C5 -2.949 -1.528 -0.336  -0.342
O3 -3.440 -0.561 0.732  -0.715
H1 1.880 0.172 -1.327  0.222
H2 1.573 -1.618 -1.608  0.256
H3 2.327 -0.896 -0.055  0.253
H4 -0.104 1.524 -0.457  0.248
H5 0.822 1.377 1.024  0.251
H6 -1.378 0.153 2.022  0.258
H7 -1.664 1.609 1.412  0.232
H8 -2.406 -2.198 0.291  0.183

Calculated values
- Multiplicity: 1
- SMILES: CC(=O)CC[S@@]1(=O)=CO1
- E_LUMO (alpha / beta): -0.027 / -0.027 eV

#two
Below is a cluster of 3 separate species, C5H8O3S in total, with properties calculated with wB97M-V/def2-TZVPD.

Each line ends with the natural charge from an NBO analysis.
Element x y z (Å)
C1 -0.111 3.494 1.177  -0.202
C2 -0.242 2.325 1.149  -0.273
C3 0.049 -1.528 -1.091  0.606
C4 -0.158 -0.255 -2.028  -0.706
C5 0.285 -2.837 -1.765  -0.744
O1 -0.499 0.256 3.613  -0.835
O2 -0.206 2.472 4.500  -0.834
O3 0.070 -1.290 0.080  -0.554
S1 0.366 1.384 3.745  1.668
H1 -0.006 4.496 1.501  0.239
H2 -0.268 1.322 1.464  0.236
H3 -0.922 -0.522 -2.670  0.213
H4 0.785 -0.291 -2.598  0.219
H5 -0.328 0.603 -1.350  0.239
H6 -0.017 -3.744 -1.131  0.246
H7 1.377 -2.903 -1.806  0.249
H8 -0.174 -2.983 -2.790  0.233

Calculated values
- Multiplicity: 1
- E_LUMO: -0.851 eV

The least stable of them is #one.

#one
Below is a cluster of 2 separate species, C3H10NOS in total, with properties calculated with wB97M-V/def2-TZVPD.

Each line ends with the natural charge from an NBO analysis.
Element x y z (Å)
C1 0.218 0.240 1.556  -0.414
N1 -0.121 -0.998 0.857  -0.642
C2 -0.135 -0.851 -0.590  -0.246
C3 1.189 -0.770 -1.363  -0.542
S1 1.602 0.983 -1.780  -0.738
H1 1.242 0.581 1.381  0.195
H2 -0.023 0.114 2.615  0.167
H3 -0.411 1.050 1.200  0.178
H4 0.485 -1.721 1.219  0.340
H5 -0.825 -1.582 -1.028  0.166
H6 -0.551 0.110 -0.783  0.190
H7 1.115 -1.334 -2.299  0.178
H8 2.013 -1.286 -0.850  0.170
H9 -2.244 1.622 0.670  0.464
H10 -1.365 1.783 -0.614  0.496
O1 -2.189 2.057 -0.191  -0.962

Calculated values
- Total charge: -1
- Multiplicity: 1
- E_LUMO: 3.943 eV

#two
Below is a cluster of 2 separate species, C3H10NOS in total, with properties calculated with wB97M-V/def2-TZVPD.

Each line ends with the natural charge from an NBO analysis.
Element x y z (Å)
C1 -0.826 -1.853 -0.726  -0.598
C2 -0.419 -0.339 -0.605  -0.091
C3 0.656 -0.195 0.464  -0.534
S1 1.845 1.225 0.262  -0.717
N1 -0.153 0.049 -2.011  -0.857
H1 0.008 -2.344 -1.143  0.191
H2 -1.686 -2.032 -1.319  0.193
H3 -1.169 -2.150 0.286  0.189
H4 -1.264 0.136 -0.045  0.185
H5 0.194 -0.027 1.553  0.189
H6 1.406 -1.222 0.505  0.157
H7 -0.056 1.005 -2.239  0.370
H8 0.728 -0.374 -2.264  0.351
H9 0.141 2.370 3.070  0.444
H10 0.543 2.744 1.718  0.501
O1 0.050 3.007 2.494  -0.975

Calculated values
- Total charge: -1
- Multiplicity: 1
- E_LUMO: 4.079 eV

The least stable of them is #two.